Record 1
C3H6N2O | ωB97M-V/def2-TZVPD

The geometry in XYZ format:
```
12
Properties=species:S:1:pos:R:3:lowdin_charge:R:1
O -1.2345 -0.0668 -0.9004 -0.0705
N 0.8798 0.8141 -0.3735 0.0013
N -0.6583 0.0985 1.1320 0.0603
C -0.5350 -0.8882 -0.0008 -0.3519
C 0.9573 -0.6594 -0.3355 -0.1196
C -0.4500 1.0162 0.0316 -0.2593
H -0.8487 2.0248 0.0379 0.1502
H 1.5678 1.5468 -0.3276 0.1230
H -1.6161 0.1155 1.4408 0.0951
H 1.1998 -1.0599 -1.3195 0.1102
H 1.6391 -1.0309 0.4282 0.1098
H -0.9014 -1.9108 0.1869 0.1515
```

Values from the calculation:
Strongest force on any atom: 1.5 eV/A
LUMO level: 1.07 eV
Orbital gap: 0.36821 hartree
Energy relative to the best compared isomer or geometry (same formula, charge and spin): 3.218 eV

Record 2
C4H5NO | ωB97M-V/def2-TZVPD

The geometry in XYZ format:
```
11
Properties=species:S:1:pos:R:3:lowdin_charge:R:1
O 0.3220 1.3787 1.1389 -0.0254
N -0.7494 -2.0882 -1.3137 0.1532
C -0.2275 0.6876 0.0635 -0.3639
C -0.0276 -1.1773 -1.2997 -0.2239
C 0.6868 0.0505 -0.9491 -0.1150
C -0.3505 0.1123 1.3985 -0.0761
H -1.3225 0.1270 1.9071 0.1189
H 0.3295 -0.6674 1.7487 0.1214
H -1.1394 1.1269 -0.3381 0.1536
H 0.8209 0.6816 -1.8251 0.1214
H 1.6577 -0.2318 -0.5311 0.1355
```

Values from the calculation:
Strongest force on any atom: 2.0 eV/A
LUMO level: 0.89 eV
Orbital gap: 0.43137 hartree
SMILES string: N#CC[C@H]1CO1
Energy relative to the best compared isomer or geometry (same formula, charge and spin): 1.764 eV

Record 3
C39H44KN4O4P2 | ωB97M-V/def2-TZVPD

The geometry in XYZ format:
```
94
Properties=species:S:1:pos:R:3:lowdin_charge:R:1
K -0.0517 0.5041 -0.9320 0.7331
P 2.9145 0.0182 0.4176 0.9904
P 2.3811 2.6350 -1.0172 1.0158
O -3.9953 1.5136 -3.3865 0.1387
O -0.3652 0.2566 1.3221 -0.2526
O -2.0012 0.6050 -2.8941 0.0572
O -1.9248 -0.1551 2.8881 0.0325
N -2.4026 0.9691 -0.2870 0.0907
N -0.2492 -4.1276 -0.8182 0.0433
N -2.5684 -2.5961 0.6410 0.0716
N 0.2498 -2.4246 1.4113 0.2210
C -2.0886 -5.0438 0.6086 -0.1086
C 3.2085 4.1353 -1.6820 -0.3639
C -2.5509 1.1348 1.0204 -0.1824
C -2.5184 -3.8299 1.4435 -0.3640
C 2.9643 -1.3153 2.9719 -0.0934
C 4.2594 3.9808 -2.5824 -0.0975
C -4.5094 2.0178 -0.6625 0.0166
C 4.9272 5.0910 -3.0870 -0.0778
C 7.3610 0.8522 -0.6179 -0.0748
C 3.2026 -2.4277 3.7765 -0.0771
C 0.1246 3.2274 -2.4005 -0.1306
C 5.1083 0.3780 -1.3088 -0.1255
C 2.8291 5.4223 -1.2980 -0.0829
C 3.7229 -2.5498 1.0559 -0.1161
C 6.4405 0.6221 -1.6273 -0.0822
C -4.6462 2.2262 0.7078 -0.0185
C -1.5201 0.3839 1.8535 -0.6199
C -1.9218 4.1849 -1.5820 -0.0761
C 6.9519 0.8246 0.7117 -0.0673
C 5.6253 0.5733 1.0266 -0.0879
C -3.6607 1.7733 1.5669 0.0268
C -0.6052 -5.1155 0.2231 -0.3589
C -3.0336 1.1262 -2.5439 -0.4756
C 2.8520 2.7713 0.7647 -0.3701
C 3.9678 -3.6546 1.8572 -0.0833
C 4.5447 6.3653 -2.6965 -0.0782
C 2.5743 1.4644 1.5354 -0.3871
C 3.7078 -3.5944 3.2242 -0.0815
C 3.4944 6.5299 -1.8006 -0.0731
C -1.1504 3.7136 -2.6397 -0.0714
C 3.2307 -1.3593 1.6053 -0.4191
C -1.5699 -3.6303 2.6272 -0.0940
C 0.6551 3.2221 -1.1085 -0.4692
C -0.1407 3.6495 -0.0496 -0.0915
C -1.4256 4.1292 -0.2880 -0.0681
C -3.3529 1.4057 -1.1075 -0.2049
C -0.0929 -3.6282 2.2379 -0.2555
C 0.2631 -4.9025 1.4675 -0.0979
C 4.6860 0.3590 0.0174 -0.3963
H 0.0970 -5.7473 2.1405 0.1323
H -2.0273 4.4870 0.5387 0.1143
H 4.3657 -4.5635 1.4211 0.1099
H -0.9636 -4.0910 -1.5324 0.0837
H -2.9119 4.5842 -1.7673 0.1155
H -0.1263 -1.5081 1.7309 0.1059
H 3.1924 7.5252 -1.4966 0.1072
H 5.0587 7.2325 -3.0923 0.1068
H 5.7436 4.9599 -3.7871 0.1061
H 3.9290 -2.5979 -0.0090 0.1098
H 1.3257 -4.9052 1.2016 0.1115
H -3.2999 -2.6627 -0.0572 0.0855
H -0.1175 -2.6086 0.4656 0.1018
H 4.3866 0.1937 -2.0959 0.0944
H -5.5302 2.7162 1.0966 0.1181
H -2.8294 -1.8268 1.2548 0.0664
H -3.7175 1.2904 -4.2859 0.1416
H -1.5375 3.7483 -3.6519 0.1179
H 2.5555 -0.4140 3.4181 0.1055
H 3.1967 1.4100 2.4299 0.0735
H 6.7585 0.6345 -2.6635 0.1069
H 8.3990 1.0444 -0.8623 0.1078
H 3.9070 -4.4539 3.8536 0.1093
H 5.3241 0.5384 2.0680 0.1080
H 1.2605 -2.3131 1.3572 0.0918
H 0.5177 -3.5638 3.1363 0.1410
H 7.6711 0.9919 1.5039 0.1080
H 2.9972 -2.3762 4.8392 0.1116
H 3.9244 2.9571 0.7355 0.0819
H 1.5301 1.4015 1.8430 0.0533
H -0.4168 -6.1251 -0.1468 0.1359
H 0.7456 2.9025 -3.2305 0.1175
H 0.6165 -4.3982 -1.2692 0.0892
H 0.2415 3.6523 0.9656 0.1092
H 4.5590 2.9861 -2.8914 0.0890
H -3.5043 -4.0638 1.8551 0.1379
H -3.7405 1.8776 2.6421 0.1287
H -1.8174 -2.7044 3.1542 0.1144
H 2.3920 3.6384 1.2401 0.0798
H -5.2714 2.3298 -1.3648 0.1253
H -2.7067 -5.1078 -0.2937 0.1194
H -2.3079 -5.9365 1.2007 0.1260
H -1.7171 -4.4565 3.3263 0.1324
H 2.0028 5.5612 -0.6094 0.1051
```

Values from the calculation:
Strongest force on any atom: 2.2 eV/A
LUMO level: -2.30 eV
Orbital gap: 0.29163 hartree
Energy relative to the best compared isomer or geometry (same formula, charge and spin): 0.794 eV
Charge: +1

Record 4
C39H38FeIN6O4PSSe | ωB97M-V/def2-TZVPD

The geometry in XYZ format:
```
92
Properties=species:S:1:pos:R:3:lowdin_charge:R:1
I 3.3536 -0.2751 -1.5014 1.2906
Se -2.9009 -2.8614 -0.8423 0.7050
Fe 1.4257 -0.1016 0.2821 -0.0565
S 0.8487 -4.5364 -0.4954 1.0807
P 1.5591 2.1107 -0.1884 1.0350
O -0.1542 0.0808 1.4837 -0.0433
O -5.4954 0.6796 -1.7009 0.0623
O -6.8420 1.5029 -0.2402 0.0689
O -0.7700 0.0256 -0.6209 -0.0920
N -4.1161 -5.4143 -0.3034 -0.1333
N 0.2930 -2.2099 -1.8064 0.0805
N -5.7705 1.0287 -0.5675 -0.3490
N 1.2845 -2.1695 0.3143 -0.0742
N 1.7656 -2.9846 1.3022 0.0628
N -5.4660 -4.0302 -1.2662 -0.1310
C 1.9637 3.4460 -4.0718 -0.0805
C 1.2298 2.5855 -1.9328 -0.3562
C 2.7410 0.0044 1.7790 -0.2234
C 4.7648 1.0475 -0.6840 -0.5543
C -1.3675 4.6291 2.3295 -0.0852
C 3.3826 -5.9740 1.4261 -0.1021
C 4.2716 4.9469 0.9700 -0.0570
C -3.9775 1.3403 2.6820 -0.0471
C -2.9208 -5.9840 0.2847 -0.0435
C 0.7184 3.1825 -4.6200 -0.0874
C -0.2731 2.6226 -3.8258 -0.0723
C -3.4318 0.6062 0.0464 0.0319
C -1.0388 0.1854 0.6024 -0.5894
C -4.6927 1.0066 0.4373 -0.1345
C -5.9816 -2.8131 -1.8795 -0.0373
C 3.1288 4.2107 0.6081 -0.0667
C -6.1625 -5.2066 -1.0725 -0.0487
C 4.4777 2.3193 -0.0884 -0.1855
C 0.3901 3.1504 0.7500 -0.3456
C 5.6269 3.0644 0.3169 -0.1546
C 0.3381 2.9455 2.1295 -0.0899
C 6.0407 0.5682 -0.8002 -0.1716
C 6.9344 2.5376 0.1903 -0.0356
C -1.3336 4.8243 0.9572 -0.0746
C 2.2150 3.1552 -2.7375 -0.0946
C 1.6156 -4.2327 1.0436 -0.5963
C 5.4930 4.3714 0.8460 -0.0318
C -2.6995 0.9407 2.3134 0.0050
C 3.1867 2.9301 0.1162 -0.2656
C 7.1456 1.3101 -0.3500 -0.0728
C 0.7656 -2.8228 -0.6840 -0.7273
C -4.9909 1.3791 1.7386 0.0019
C -5.3199 -6.0721 -0.4737 -0.0510
C -2.4265 0.5773 1.0012 -0.1064
C 2.0946 -5.3290 1.9385 -0.2455
C -0.4508 4.0942 0.1704 -0.0751
C -0.5246 3.6920 2.9148 -0.0786
C -0.0195 2.3199 -2.4965 -0.1004
C -4.2030 -4.1554 -0.7993 -0.7300
H 8.1427 0.9018 -0.4454 0.1072
H 2.3882 0.7044 2.5501 -0.0145
H -5.9943 1.6888 1.9891 0.1166
H -5.4677 -7.0858 -0.1488 0.1192
H -2.3179 -6.4818 -0.4753 0.0935
H -5.4323 -2.5892 -2.7923 0.0901
H -2.3358 -5.1780 0.7219 0.0475
H -7.1889 -5.3175 -1.3714 0.1192
H 2.8076 -0.9767 2.2537 -0.0204
H 0.5194 3.4135 -5.6588 0.1010
H -0.3701 -2.7548 -2.3391 0.0503
H -4.1844 1.6254 3.7048 0.1079
H -0.7922 1.8619 -1.8946 0.0925
H -1.9909 5.5488 0.4936 0.1028
H -1.2508 2.4135 -4.2415 0.1053
H 2.7462 3.8820 -4.6799 0.1026
H -0.5498 3.5309 3.9854 0.1068
H 2.1658 4.6810 0.7466 0.1007
H 6.2056 -0.4041 -1.2437 0.0782
H 3.2345 -6.4301 0.4460 0.0664
H -0.4236 4.2642 -0.8990 0.1014
H 1.3124 -6.0846 2.0455 0.1039
H -2.0528 5.2012 2.9421 0.1015
H 4.1701 -5.2259 1.3347 0.0801
H 0.9687 2.1888 2.5801 0.0927
H 3.7653 0.3129 1.5400 -0.0265
H 2.2549 -4.8815 2.9192 0.1145
H 3.7230 -6.7499 2.1116 0.0711
H -5.8559 -1.9707 -1.1990 0.0678
H 3.1921 3.3802 -2.3306 0.0988
H -3.2298 0.3155 -0.9731 0.1085
H -0.0626 -1.2738 -1.6076 0.0459
H -3.2101 -6.6983 1.0530 0.0922
H -1.8950 0.9007 3.0350 0.1212
H 7.7638 3.1447 0.5316 0.1131
H -7.0354 -2.9573 -2.1033 0.0919
H 4.1627 5.9516 1.3564 0.1082
H 6.3927 4.8996 1.1377 0.1135
```

Values from the calculation:
Strongest force on any atom: 1.0 eV/A
LUMO level: -0.09 eV
Orbital gap: 0.27107 hartree
Energy relative to the best compared isomer or geometry (same formula, charge and spin): 0.000 eV

Please write out number 2 again, unchanged.
C4H5NO | ωB97M-V/def2-TZVPD

The geometry in XYZ format:
```
11
Properties=species:S:1:pos:R:3:lowdin_charge:R:1
O 0.3220 1.3787 1.1389 -0.0254
N -0.7494 -2.0882 -1.3137 0.1532
C -0.2275 0.6876 0.0635 -0.3639
C -0.0276 -1.1773 -1.2997 -0.2239
C 0.6868 0.0505 -0.9491 -0.1150
C -0.3505 0.1123 1.3985 -0.0761
H -1.3225 0.1270 1.9071 0.1189
H 0.3295 -0.6674 1.7487 0.1214
H -1.1394 1.1269 -0.3381 0.1536
H 0.8209 0.6816 -1.8251 0.1214
H 1.6577 -0.2318 -0.5311 0.1355
```

Values from the calculation:
Strongest force on any atom: 2.0 eV/A
LUMO level: 0.89 eV
Orbital gap: 0.43137 hartree
SMILES string: N#CC[C@H]1CO1
Energy relative to the best compared isomer or geometry (same formula, charge and spin): 1.764 eV

Question: What is the formula in the first record?
Answer: C3H6N2O

Question: What is the energy relative to the best compared isomer or geometry (same formula, charge and spin) in the fourth record?
Answer: 0.000 eV